(1)
ORCA calculation (ωB97M-V/def2-TZVPD) on a 2-piece molecular cluster, C4H9NO overall in a non-equilibrium geometry.

CARTESIAN COORDINATES (ANGSTROEM)
H 0.101 -1.756 0.029
H -1.895 -0.389 -1.206
C -0.049 1.939 0.469
C -0.362 -0.809 0.276
H 2.372 0.911 -0.958
C 1.912 0.079 -0.390
H -0.353 -0.687 1.376
H 2.303 0.153 0.636
N -0.866 1.617 1.223
H 2.266 -0.845 -0.855
H -2.229 -1.826 -0.238
H -2.512 -0.218 0.442
O 0.490 0.154 -0.478
H 0.657 2.476 -0.129
C -1.834 -0.799 -0.197

Atomic forces in eV per Å
H 0.0 -0.5 0.1
H 0.0 0.0 0.0
C -1.2 0.8 1.3
C 0.6 -0.1 -0.5
H -0.6 -0.3 0.2
C -0.1 -0.4 0.1
H 0.5 0.4 -0.6
H -0.3 -0.1 -0.1
N 0.5 1.0 -0.2
H 0.1 -0.1 0.1
H 0.3 0.2 0.0
H 0.5 -0.1 -0.1
O -0.4 -0.8 0.0
H -0.1 -0.1 0.0
C 0.3 0.1 -0.1

Values from the calculation:
- orbital gap (Ha) = 0.390
- LUMO (eV) = 0.94
- net charge = 0
- HOMO level (eV) = -9.675
- spin multiplicity = 1

Mulliken atomic charge list, values in e, 8 entries: number 1, H, carries 0.483; number 2, H, carries 0.284; number 3, C, carries 0.245; number 4, C, carries -0.413; number 5, H, carries 0.284; number 6, C, carries -0.803; number 7, H, carries 0.337; number 8, H, carries 0.351



(2)
ORCA calculation (ωB97M-V/def2-TZVPD) on an isolated molecule of C4H9NO.

CARTESIAN COORDINATES (ANGSTROEM)
H -0.815 -1.504 1.523
H 1.448 -1.008 1.681
H -1.870 -0.737 0.345
O -1.896 2.056 -1.355
H -0.703 -1.988 -0.169
H -0.779 2.304 0.338
C 0.054 0.694 -0.882
H 1.789 -1.406 -0.019
H 0.993 1.222 -1.156
H 2.197 0.215 0.638
C 1.470 -0.598 0.661
N 0.165 -0.073 0.331
C -0.970 1.791 -0.631
H -0.232 0.149 -1.796
C -0.853 -1.115 0.493

Atomic forces in eV per Å
H 0.1 0.2 -0.3
H 0.0 0.1 -0.3
H 0.2 0.1 -0.1
O 0.4 0.0 0.3
H 0.0 0.3 -0.1
H -0.2 0.1 -0.2
C 0.0 0.5 -0.6
H 0.1 0.1 0.0
H -0.3 -0.4 0.5
H 0.1 -0.1 0.0
C 0.2 0.1 0.0
N -0.3 -0.6 0.4
C -0.1 -0.1 -0.2
H 0.0 -0.2 0.2
C 0.0 0.0 0.2

Values from the calculation:
- orbital gap (Ha) = 0.363
- LUMO (eV) = 0.98
- net charge = 0
- HOMO level (eV) = -8.895
- spin multiplicity = 1

Mulliken atomic charge list, values in e, 8 entries: number 1, H, carries 0.323; number 2, H, carries 0.314; number 3, H, carries 0.286; number 4, O, carries -0.470; number 5, H, carries 0.344; number 6, H, carries 0.335; number 7, C, carries -0.470; number 8, H, carries 0.341



(3)
ORCA calculation (ωB97M-V/def2-TZVPD) on a 2-piece molecular cluster, C4H9NO overall.

CARTESIAN COORDINATES (ANGSTROEM)
O 0.772 -1.712 0.570
H 2.568 0.010 1.161
C 2.444 -0.109 0.073
C -2.426 0.626 0.137
H -2.476 0.594 1.241
H 0.197 1.284 -0.388
H -3.322 0.132 -0.237
H -2.407 1.681 -0.146
C 1.041 -0.676 -0.007
H 0.155 -0.978 -1.740
H 2.593 0.871 -0.385
N 0.002 0.427 0.123
H 3.206 -0.815 -0.260
H -1.177 -1.209 -0.025
C -1.171 -0.127 -0.117

Atomic forces in eV per Å
O 0.1 0.4 -0.3
H 0.0 0.1 -0.2
C 0.0 0.0 -0.2
C 0.0 0.0 -0.2
H -0.1 0.0 -0.2
H 0.0 0.0 0.5
H 0.2 0.0 -0.1
H 0.1 -0.2 -0.1
C 0.1 -0.1 0.7
H 0.1 0.2 0.2
H -0.1 -0.2 -0.2
N -0.1 -0.3 -0.1
H -0.2 0.0 -0.1
H 0.0 0.1 -0.1
C -0.1 0.2 0.5

Values from the calculation:
- orbital gap (spin up / spin down) (Ha) = 0.222 / 0.243
- LUMO (spin up / spin down) (eV) = -0.81 / -0.53
- net charge = 0
- HOMO level (spin up / spin down) (eV) = -6.846 / -7.160
- spin multiplicity = 1

Mulliken atomic charge list, values in e, 8 entries: number 1, O, carries -0.494; number 2, H, carries 0.327; number 3, C, carries -1.158; number 4, C, carries -1.027; number 5, H, carries 0.288; number 6, H, carries 0.300; number 7, H, carries 0.324; number 8, H, carries 0.313



(4)
ORCA calculation (ωB97M-V/def2-TZVPD) on C4H9NO as an isolated structure.

CARTESIAN COORDINATES (ANGSTROEM)
H -2.304 -1.005 1.600
H -2.645 0.457 0.635
H 2.837 -0.961 -1.271
N 0.744 -0.740 -1.657
H 1.773 -1.089 0.234
H 2.045 0.519 -0.737
C -0.163 0.878 -0.013
O -0.711 -0.290 0.570
C -1.902 -0.042 1.277
C 1.907 -0.691 -0.769
H -0.978 1.503 -0.418
H -1.729 0.590 2.160
C 0.748 0.634 -1.207
H 0.022 -1.252 -1.145
H 0.356 1.489 0.741

Atomic forces in eV per Å
H 0.1 0.1 0.0
H 0.1 -0.1 0.1
H -0.1 0.1 0.1
N -0.2 0.0 0.0
H 0.0 0.1 -0.2
H 0.1 0.1 0.1
C 0.1 0.2 -0.1
O 0.1 0.0 0.0
C -0.2 0.0 0.1
C 0.2 -0.3 0.1
H 0.1 -0.1 0.0
H 0.0 -0.1 -0.1
C -0.2 0.0 0.0
H 0.0 0.0 -0.1
H -0.1 -0.1 -0.1

Values from the calculation:
- orbital gap (Ha) = 0.325
- LUMO (eV) = 0.95
- net charge = 0
- HOMO level (eV) = -7.899
- spin multiplicity = 1

Mulliken atomic charge list, values in e, 8 entries: number 1, H, carries 0.243; number 2, H, carries 0.300; number 3, H, carries 0.345; number 4, N, carries -0.493; number 5, H, carries 0.232; number 6, H, carries 0.225; number 7, C, carries -0.350; number 8, O, carries -0.326



(5)
ORCA calculation (ωB97M-V/def2-TZVPD) on C4H9NO2 as an isolated structure in a non-equilibrium geometry.

CARTESIAN COORDINATES (ANGSTROEM)
O 0.076 -3.094 -0.597
H 0.916 -1.304 -1.459
H -0.024 0.791 -0.700
C -0.740 -0.942 -0.004
H -1.547 0.925 0.329
H 1.707 1.169 0.123
N -1.155 2.199 -0.346
H 1.343 -1.625 0.120
O 1.442 0.439 2.069
H 0.742 2.139 1.156
C 0.455 -1.784 -0.553
H -1.202 1.970 -1.345
H -1.433 -1.026 -0.858
H -1.133 -1.542 0.815
C -0.466 0.602 0.273
C 1.022 1.083 0.979

Atomic forces in eV per Å
O 0.1 0.4 -0.8
H -0.8 0.0 -0.6
H 0.0 -0.6 -0.4
C -0.1 0.1 -1.2
H -0.5 1.5 0.3
H 0.4 -0.6 -0.6
N -1.5 -0.2 0.3
H -0.5 0.0 0.2
O 0.1 0.1 -0.7
H 0.1 0.3 0.1
C 1.2 -0.4 1.6
H -0.1 -0.1 0.0
H -0.4 0.1 0.4
H -0.1 0.4 0.3
C 4.2 -1.0 -1.4
C -2.1 0.1 2.4

Values from the calculation:
- orbital gap (Ha) = 0.228
- LUMO (eV) = 7.15
- net charge = -2
- HOMO level (eV) = 0.947
- spin multiplicity = 1

Mulliken atomic charge list, values in e, 8 entries: number 1, O, carries -0.938; number 2, H, carries 0.164; number 3, H, carries -0.006; number 4, C, carries -0.500; number 5, H, carries 0.327; number 6, H, carries 0.155; number 7, N, carries -0.659; number 8, H, carries 0.182



(6)
ORCA calculation (ωB97M-V/def2-TZVPD) on an isolated molecule of C4H9NO2 in a non-equilibrium geometry.

CARTESIAN COORDINATES (ANGSTROEM)
N -0.145 1.809 -1.468
H 1.206 -1.205 -1.618
H 1.294 0.046 -2.878
H 0.607 -1.503 0.835
H 0.562 -0.084 2.964
O -1.075 -0.616 -0.045
O 0.893 0.483 0.318
C -0.304 -0.157 2.301
H -1.736 0.033 0.244
C 0.655 -0.410 -2.119
C 0.166 -0.499 0.902
H -0.998 -0.906 2.687
H -0.795 0.821 2.306
C 0.217 0.647 -1.172
H -0.329 2.394 -0.656
H -0.218 -0.854 -2.600

Atomic forces in eV per Å
N -0.6 -1.2 0.3
H 0.0 0.1 0.1
H -0.1 0.0 0.1
H -0.1 0.1 -0.1
H -0.1 -0.1 0.0
O 0.9 -0.5 1.8
O -0.9 0.6 -2.4
C 0.2 0.1 0.0
H 0.2 -0.2 0.1
C -0.2 -0.3 -0.1
C -2.7 -0.4 -1.0
H 0.2 0.0 -0.1
H 0.1 -0.1 -0.1
C 2.6 1.8 1.5
H 0.3 0.0 0.0
H 0.1 0.1 0.0

Values from the calculation:
- orbital gap (Ha) = 0.405
- LUMO (eV) = 0.90
- net charge = 0
- HOMO level (eV) = -10.121
- spin multiplicity = 1

Mulliken atomic charge list, values in e, 8 entries: number 1, N, carries -0.678; number 2, H, carries 0.300; number 3, H, carries 0.337; number 4, H, carries 0.265; number 5, H, carries 0.344; number 6, O, carries -0.557; number 7, O, carries -0.461; number 8, C, carries -1.315



(7)
ORCA calculation (ωB97M-V/def2-TZVPD) on an isolated molecule of C4H9NO2 in a non-equilibrium geometry.

CARTESIAN COORDINATES (ANGSTROEM)
H 0.055 -2.529 -1.485
C 0.605 -1.587 -1.575
H 0.002 -0.892 -2.186
H -1.376 1.243 2.117
H -1.310 1.197 -0.413
C -0.394 1.035 1.685
H 0.413 2.443 -0.314
O 0.000 -0.336 1.821
H 1.537 -1.785 -2.108
H 0.368 1.703 2.110
C -0.202 -0.576 0.423
H -1.089 -1.208 0.255
H 1.543 -0.274 -0.343
C -0.420 0.930 0.164
N 0.936 -1.087 -0.247
O 0.706 1.533 -0.440

Atomic forces in eV per Å
H 0.1 0.1 0.0
C 0.0 -0.2 -0.2
H 0.1 -0.1 0.1
H 0.0 -0.1 0.2
H -0.2 0.0 0.4
C -0.3 0.3 0.2
H 0.9 0.4 -0.5
O 0.0 -0.1 0.1
H -0.1 0.0 0.0
H -0.2 0.0 -0.2
C -0.1 0.0 -0.4
H 0.3 0.1 0.0
H 0.3 -0.5 0.0
C -0.5 -0.5 0.1
N 0.1 0.0 0.1
O -0.5 0.5 0.1

Values from the calculation:
- orbital gap (Ha) = 0.359
- LUMO (eV) = 0.72
- net charge = 0
- HOMO level (eV) = -9.067
- spin multiplicity = 1

Mulliken atomic charge list, values in e, 8 entries: number 1, H, carries 0.296; number 2, C, carries -0.853; number 3, H, carries 0.303; number 4, H, carries 0.244; number 5, H, carries 0.422; number 6, C, carries -0.487; number 7, H, carries 0.319; number 8, O, carries -0.456